## one
Below is an isolated ion of composition C4H9N2O2S and charge +1, with properties calculated with wB97M-V/def2-TZVPD.

Its HOMO energy is -16.0 eV. The value obtained for the frontier orbital gap is 11.657 eV. The charge is +1. The LUMO energy is -4.3621 eV. Its SMILES is CC(C)C#[N+]S(N)(=O)=O.

The geometry in XYZ format:
```
18
Properties=species:S:1:pos:R:3:mulliken_charge:R:1
C -0.162 0.847 -0.085 0.421
C 0.274 -1.489 0.174 -1.343
C 2.148 0.338 -0.291 -1.538
C 0.747 -0.040 0.461 0.426
N -1.094 1.337 -0.613 -0.270
N -2.656 3.458 -1.219 -0.297
O -1.059 2.583 -2.929 -0.454
O -3.093 1.262 -2.269 -0.453
S -2.084 2.202 -2.041 1.185
H 0.309 -2.041 1.088 0.321
H 0.759 -1.945 -0.716 0.385
H -0.717 -1.506 -0.135 0.448
H 2.757 -0.404 0.008 0.432
H 2.528 1.238 0.105 0.433
H 1.934 0.337 -1.285 0.483
H 1.025 0.141 1.515 0.362
H -2.260 4.308 -1.159 0.224
H -3.468 3.283 -0.801 0.233
```

***

## two
Below is an isolated ion of composition C4H9N2O2S and charge +1, with properties calculated with wB97M-V/def2-TZVPD.

Its HOMO energy is -13.8 eV. The value obtained for the frontier orbital gap is 9.940 eV. The charge is +1. The LUMO energy is -3.8435 eV. Its SMILES is COC(=O)N(C=[NH2+])SC.

The geometry in XYZ format:
```
18
Properties=species:S:1:pos:R:3:mulliken_charge:R:1
C 1.009 -0.375 1.801 0.182
C 1.024 0.419 -0.427 0.741
C 0.544 0.991 -2.747 -0.649
C -2.007 -0.224 -0.035 -0.697
N 0.430 -0.489 0.651 -0.118
N 0.497 -1.040 2.872 -0.279
O 1.956 1.069 -0.163 -0.464
O 0.387 0.225 -1.544 -0.297
S -0.841 -1.615 0.362 -0.077
H 1.806 0.328 1.875 0.468
H -0.423 1.525 -2.920 0.275
H 0.804 0.082 -3.460 0.271
H 1.314 1.814 -2.560 0.326
H -2.943 -0.668 -0.580 0.329
H -1.568 0.620 -0.466 0.249
H -2.543 -0.045 0.910 0.308
H 0.896 -0.998 3.795 0.256
H -0.339 -1.620 2.637 0.177
```

***

Most stable to least stable, the ends of the list are two and one.

***

## one
Below is a 2-piece molecular cluster, C7H11N2O2 overall, with properties calculated with wB97M-V/def2-TZVPD.

Its HOMO energy is -4.6 eV. The value obtained for the frontier orbital gap is 8.475 eV. The charge is -1. The LUMO energy is 3.8619 eV.

The geometry in XYZ format:
```
22
Properties=species:S:1:pos:R:3:mulliken_charge:R:1
C 1.880 1.745 0.026 -0.367
C 1.212 2.121 1.357 -0.992
C 2.096 0.251 -0.172 0.658
O 2.371 -0.409 0.873 -0.799
O 2.040 -0.236 -1.319 -0.798
H 1.164 2.046 -0.744 0.222
H 2.780 2.321 -0.193 0.318
H 1.444 3.152 1.623 0.331
H 1.442 1.371 2.115 0.271
H 0.135 2.039 1.189 0.211
C -2.771 -0.263 -1.287 -1.120
C -0.560 -1.393 -0.928 -0.611
C -1.869 -1.223 -0.521 0.731
C -0.856 -2.180 1.074 -0.276
N 0.083 -1.984 0.122 -0.107
N -2.036 -1.719 0.734 -0.795
H -0.066 -0.961 -1.777 0.470
H 1.088 -1.889 0.296 0.355
H -3.682 0.009 -0.765 0.334
H -3.039 -0.670 -2.258 0.295
H -0.673 -2.781 1.951 0.425
H -2.184 0.650 -1.396 0.244
```

***

## two
Below is a 2-piece molecular cluster, C7H11N2O2 overall, with properties calculated with wB97M-V/def2-TZVPD.

Its HOMO energy is -4.5 eV. The value obtained for the frontier orbital gap is 8.206 eV. The charge is -1. The LUMO energy is 3.7454 eV.

The geometry in XYZ format:
```
22
Properties=species:S:1:pos:R:3:mulliken_charge:R:1
C -1.849 2.317 -1.258 -1.101
C -0.502 1.883 -0.761 0.768
C -0.146 1.279 0.409 -0.708
C 1.619 1.649 -0.836 -0.256
N 0.615 2.112 -1.534 -0.730
N 1.233 1.170 0.361 0.003
H -2.325 3.036 -0.594 0.279
H -2.508 1.446 -1.370 0.256
H -0.714 0.731 1.140 0.490
H 2.635 1.568 -1.189 0.415
H 1.792 0.666 0.994 0.242
H -1.741 2.675 -2.280 0.322
C 0.697 -2.248 0.458 -0.228
C -0.735 -2.329 -0.028 -0.980
C 0.855 -1.485 1.811 0.360
O 2.059 -1.460 2.194 -0.785
O -0.106 -0.932 2.366 -0.722
H 1.062 -3.240 0.737 0.351
H 1.468 -1.843 -0.193 0.236
H -1.395 -2.297 0.839 0.274
H -0.968 -3.220 -0.620 0.370
H -1.043 -1.477 -0.646 0.142
```

***

## three
Below is a 2-piece molecular cluster, C7H11N2O2 overall, with properties calculated with wB97M-V/def2-TZVPD.

Its HOMO energy is -4.2 eV. The value obtained for the frontier orbital gap is 7.806 eV. The charge is -1. The LUMO energy is 3.6357 eV.

The geometry in XYZ format:
```
22
Properties=species:S:1:pos:R:3:mulliken_charge:R:1
C -0.703 2.514 -1.745 -1.079
C -1.123 1.230 0.438 -0.510
C -1.563 1.787 -0.746 0.723
C -3.170 0.577 -0.028 -0.221
N -2.176 0.510 0.889 -0.076
N -2.810 1.357 -1.039 -0.726
H -0.114 1.260 0.805 0.337
H -2.080 -0.222 1.570 0.325
H -1.024 3.528 -1.968 0.288
H -0.647 1.969 -2.683 0.265
H -4.080 0.028 0.159 0.383
H 0.347 2.533 -1.426 0.287
C 2.501 -1.851 0.789 -0.404
C 1.888 -1.832 -0.629 -0.789
C 1.414 -1.504 1.881 0.419
O 0.188 -1.371 1.623 -0.685
O 1.922 -1.426 3.020 -0.748
H 3.089 -2.711 1.070 0.378
H 3.122 -0.952 0.884 0.155
H 2.431 -2.337 -1.422 0.336
H 1.687 -0.795 -0.903 0.129
H 0.903 -2.293 -0.540 0.213
```

***

Most stable to least stable, the ends of the list are two and three.

***

## one
Below is a 2-piece molecular cluster, C3H9O2S overall, with properties calculated with wB97M-V/def2-TZVPD.

Its HOMO energy is -14.5 eV. The value obtained for the frontier orbital gap is 10.749 eV. The charge is +1. The LUMO energy is -3.7652 eV.

The geometry in XYZ format:
```
15
Properties=species:S:1:pos:R:3:mulliken_charge:R:1
C 3.805 0.133 -0.979 -0.007
C -1.728 0.791 -0.601 -0.824
C -1.925 -0.874 1.219 -0.960
O 0.379 -0.122 0.636 -0.365
O 3.069 0.075 -0.039 -0.493
S -0.914 -0.722 -0.178 0.536
H 4.840 0.045 -0.906 0.293
H 3.507 0.221 -2.074 0.180
H 1.400 -0.140 0.249 0.452
H -2.028 1.426 0.291 0.317
H -2.713 0.484 -1.119 0.377
H -1.116 1.358 -1.224 0.353
H -1.790 -0.007 1.901 0.374
H -1.864 -1.820 1.875 0.331
H -2.922 -0.850 0.949 0.436
```

***

## two
Below is a 2-piece molecular cluster, C3H9O2S overall, with properties calculated with wB97M-V/def2-TZVPD.

Its HOMO energy is -13.5 eV. The value obtained for the frontier orbital gap is 9.671 eV. The charge is +1. The LUMO energy is -3.8205 eV.

The geometry in XYZ format:
```
15
Properties=species:S:1:pos:R:3:mulliken_charge:R:1
C -1.998 0.944 -3.679 -0.039
C -0.114 -1.187 2.149 -0.811
C 2.082 0.443 1.351 -0.836
O -0.236 0.132 -0.008 -0.371
O -1.100 0.714 -2.912 -0.434
S 0.878 -0.813 0.668 0.517
H -1.986 1.846 -4.200 0.246
H -2.903 0.275 -4.027 0.203
H -0.398 -0.107 -0.931 0.411
H 0.033 -2.277 2.415 0.343
H -1.111 -0.988 1.869 0.325
H 0.135 -0.588 2.977 0.359
H 1.463 0.924 2.185 0.370
H 2.332 0.972 0.538 0.361
H 2.925 -0.291 1.606 0.357
```

***

Most stable to least stable, the ends of the list are one and two.